Entry 1:
# C2H3N4

A 2-piece molecular cluster, C2H3N4 overall at a distorted geometry (ωB97M-V/def2-TZVPD, the Open Molecules 2025 dataset).

```
! RIJCOSX wB97M-V def2-TZVPD def2/J DEFGRID3
* xyz 1 1
C 1.674 0.567 -0.545
C 1.126 -0.655 -0.957
N 2.098 1.515 -0.055
N -2.046 0.843 1.308
N -0.651 -0.725 0.284
N -1.331 0.032 0.850
H 0.594 -0.777 -1.975
H 1.592 -1.512 -0.419
H -3.056 0.711 1.509
*
```

HOMO (spin up / spin down), eV: -15.748 / -15.749
Energy, a.u.: -296.55401
LUMO (spin up / spin down), eV: -8.31 / -8.31
ΔE to the lowest compared entry with this formula, charge and spin, kcal per mole: 44.8

Entry 2:
# C6H12Si

A 3-piece molecular cluster, C6H12Si overall at a distorted geometry (ωB97M-V/def2-TZVPD, the Open Molecules 2025 dataset).

```
! RIJCOSX wB97M-V def2-TZVPD def2/J DEFGRID3
* xyz 0 1
C -3.515 -0.223 0.204
C -2.086 -0.646 -0.362
C 1.361 -0.167 1.437
C 1.548 0.165 0.191
C 1.327 1.539 -0.367
C 2.164 -0.868 -0.781
Si -2.614 1.205 -0.678
H -4.151 -1.045 -0.192
H -3.652 -0.173 1.294
H -1.441 -1.126 0.301
H -2.229 -1.477 -1.062
H 0.803 1.137 2.381
H 1.822 -0.889 2.064
H 1.552 1.624 -1.451
H 1.889 2.273 0.310
H 0.269 1.805 -0.256
H 3.208 -0.760 -0.685
H 1.897 -0.511 -1.764
H 1.850 -1.863 -0.583
*
```

HOMO, eV: -8.606
Energy, a.u.: -525.05885
LUMO, eV: -0.66
ΔE to the lowest compared entry with this formula, charge and spin, kcal per mole: 151.9

Entry 3:
# C31H50BINO23

A 8-piece molecular cluster, C31H50BINO23 overall at a distorted geometry (ωB97M-V/def2-TZVPD, the Open Molecules 2025 dataset).

```
! RIJCOSX wB97M-V def2-TZVPD def2/J DEFGRID3
* xyz 1 1
C -3.426 -0.047 -7.013
C -2.879 -0.900 -5.864
C -1.401 -0.664 -5.547
C -1.089 0.758 -5.023
C -0.289 1.551 -6.061
C -0.414 0.778 -3.639
C 1.086 0.407 -3.637
I 2.316 2.188 -3.769
O 1.450 -0.323 -2.505
C 0.891 0.206 -1.317
C -0.584 -0.162 -1.282
N -1.150 -0.150 -2.698
B -2.656 0.202 -2.493
C -3.680 -0.948 -2.414
O -2.874 1.529 -2.274
H -2.915 0.912 -7.110
H -3.354 -0.574 -7.964
H -4.483 0.175 -6.861
H -3.014 -1.954 -6.109
H -3.481 -0.722 -4.964
H -1.080 -1.442 -4.843
H -0.811 -0.840 -6.450
H -2.038 1.299 -4.911
H -0.138 2.589 -5.766
H 0.694 1.112 -6.240
H -0.826 1.533 -7.008
H -0.545 1.766 -3.198
H 1.357 -0.202 -4.496
H 1.062 1.285 -1.256
H 1.395 -0.265 -0.475
H -1.170 0.497 -0.640
H -0.710 -1.178 -0.911
H -1.081 -1.106 -3.041
H -3.323 -1.877 -2.865
H -4.621 -0.690 -2.908
H -3.905 -1.180 -1.366
H -3.489 1.922 -2.913
C 4.395 -0.183 -0.637
C 5.834 -0.238 -1.125
O 6.545 0.258 0.012
C 5.796 0.067 1.123
O 6.172 0.230 2.233
O 4.543 -0.332 0.774
H 3.768 -0.980 -1.029
H 3.934 0.787 -0.841
H 6.166 -1.256 -1.332
H 6.035 0.394 -1.985
C 9.010 2.980 0.974
C 9.769 1.734 1.387
O 10.887 1.761 0.483
C 11.089 3.033 0.086
O 12.034 3.416 -0.524
O 10.053 3.820 0.469
H 8.503 3.472 1.799
H 8.299 2.788 0.167
H 10.142 1.796 2.407
H 9.199 0.820 1.249
C -4.858 1.605 1.761
C -3.709 1.134 0.887
O -3.242 -0.032 1.584
C -4.269 -0.503 2.342
O -4.273 -1.556 2.894
O -5.288 0.369 2.345
H -5.685 2.042 1.207
H -4.540 2.283 2.553
H -4.061 0.837 -0.100
H -2.898 1.852 0.791
C 14.438 1.162 4.899
C 14.470 1.855 3.546
O 13.085 1.851 3.180
C 12.342 1.754 4.301
O 11.161 1.897 4.335
O 13.119 1.478 5.367
H 15.171 1.534 5.608
H 14.524 0.078 4.813
H 14.807 2.890 3.614
H 15.046 1.331 2.790
C -6.773 -2.942 0.542
C -7.942 -1.969 0.505
O -7.885 -1.493 -0.850
C -7.247 -2.411 -1.605
O -7.153 -2.378 -2.791
O -6.685 -3.359 -0.824
H -6.924 -3.805 1.183
H -5.838 -2.448 0.812
H -8.901 -2.466 0.659
H -7.849 -1.131 1.191
C -8.275 1.614 4.336
C -9.407 2.622 4.211
O -9.205 3.132 2.884
C -8.530 2.216 2.169
O -8.325 2.263 0.997
O -8.082 1.222 2.970
H -8.516 0.740 4.934
H -7.354 2.068 4.704
H -10.390 2.154 4.260
H -9.354 3.440 4.922
C -4.126 -4.266 4.950
C -2.945 -4.748 4.127
O -2.574 -5.948 4.805
C -3.652 -6.414 5.486
O -3.717 -7.474 6.011
O -4.645 -5.490 5.475
H -4.887 -3.758 4.366
H -3.818 -3.629 5.780
H -3.230 -4.996 3.102
H -2.106 -4.058 4.115
*
```

HOMO, eV: -11.603
Energy, a.u.: -3318.96210
LUMO, eV: -3.08

Entry 4:
# C32H56N8Pd

C32H56N8Pd as an isolated structure (ωB97M-V/def2-TZVPD, the Open Molecules 2025 dataset).

```
! RIJCOSX wB97M-V def2-TZVPD def2/J DEFGRID3
* xyz 2 3
Pd -0.193 0.587 0.189
C 3.489 -1.571 -3.129
C 2.332 -1.789 -4.089
C 1.146 -2.431 -3.379
C 0.588 -1.552 -2.353
N 0.159 -0.874 -1.539
H 4.364 -1.119 -3.589
H 3.804 -2.530 -2.703
H 3.184 -0.973 -2.263
H 2.639 -2.453 -4.895
H 2.006 -0.847 -4.532
H 1.414 -3.379 -2.905
H 0.314 -2.679 -4.045
C -4.296 4.699 -2.062
C -4.249 3.315 -2.673
C -2.841 2.880 -3.117
C -2.047 2.341 -2.015
N -1.433 1.909 -1.158
H -3.864 5.441 -2.735
H -3.772 4.754 -1.104
H -5.317 5.032 -1.878
H -4.857 3.327 -3.583
H -4.684 2.525 -2.058
H -2.279 3.713 -3.544
H -2.902 2.101 -3.878
C 3.775 4.562 -0.598
C 4.445 3.491 -1.456
C 3.480 2.658 -2.295
C 2.359 2.130 -1.521
N 1.484 1.715 -0.910
H 4.536 5.029 0.027
H 3.042 4.106 0.069
H 3.312 5.348 -1.193
H 5.000 2.823 -0.789
H 5.217 3.902 -2.106
H 3.980 1.782 -2.723
H 3.075 3.199 -3.153
C -4.527 0.334 4.204
C -5.199 0.580 2.851
C -4.541 1.709 2.059
C -3.116 1.517 1.826
N -1.996 1.352 1.653
H -3.735 -0.406 4.070
H -5.227 -0.016 4.956
H -4.021 1.224 4.584
H -6.256 0.822 2.972
H -5.206 -0.344 2.266
H -4.671 2.645 2.611
H -5.017 1.853 1.086
C 3.667 4.197 3.204
C 4.153 2.779 2.912
C 3.184 1.714 3.437
C 1.961 1.633 2.653
N 1.002 1.569 2.037
H 4.086 4.935 2.526
H 3.939 4.479 4.223
H 2.576 4.251 3.171
H 5.127 2.595 3.363
H 4.274 2.658 1.831
H 2.898 1.956 4.466
H 3.656 0.732 3.484
C -2.964 -3.229 -3.353
C -3.889 -2.025 -3.474
C -4.555 -1.650 -2.147
C -3.582 -1.221 -1.146
N -2.810 -0.889 -0.358
H -3.559 -4.134 -3.221
H -2.324 -3.177 -2.463
H -2.297 -3.355 -4.204
H -4.660 -2.265 -4.208
H -3.381 -1.141 -3.867
H -5.145 -2.476 -1.742
H -5.265 -0.836 -2.315
C -3.449 -3.064 2.562
C -2.324 -4.036 2.277
C -0.943 -3.499 2.658
C -0.631 -2.196 2.087
N -0.368 -1.173 1.662
H -3.437 -2.739 3.603
H -4.431 -3.512 2.386
H -3.438 -2.197 1.896
H -2.292 -4.268 1.207
H -2.478 -5.002 2.756
H -0.187 -4.223 2.347
H -0.817 -3.381 3.740
C 5.695 -4.548 1.581
C 4.843 -3.532 0.829
C 4.069 -2.641 1.817
C 3.132 -1.741 1.156
N 2.420 -1.043 0.586
H 6.165 -5.230 0.868
H 5.140 -5.158 2.290
H 6.523 -4.038 2.078
H 4.104 -4.041 0.204
H 5.454 -2.912 0.175
H 4.755 -2.092 2.466
H 3.505 -3.275 2.509
*
```

HOMO (spin up / spin down), eV: -15.729 / -15.484
Energy, a.u.: -1818.30751
LUMO (spin up / spin down), eV: -3.75 / -6.46
ΔE to the lowest compared entry with this formula, charge and spin, kcal per mole: 0.0

Entry 5:
# C4H10NO2

An isolated ion of composition C4H10NO2 and charge +1 at a distorted geometry (ωB97M-V/def2-TZVPD, the Open Molecules 2025 dataset).

```
! RIJCOSX wB97M-V def2-TZVPD def2/J DEFGRID3
* xyz 1 1
C -0.082 1.141 0.908
O 1.157 1.593 1.400
C 0.128 -0.311 0.538
C -1.087 -0.899 -0.181
C -1.127 -0.709 -1.665
O -0.458 0.105 -2.245
N 1.349 -0.365 -0.337
H -0.399 1.718 0.037
H -0.868 1.164 1.663
H 1.043 2.371 1.957
H 0.414 -0.855 1.434
H -1.997 -0.481 0.247
H -1.256 -1.945 0.054
H -1.782 -1.391 -2.228
H 1.679 -1.325 -0.415
H 1.165 0.024 -1.266
H 2.122 0.166 0.099
*
```

HOMO, eV: -14.704
Energy, a.u.: -363.39221
SMILES string: [NH3+][C@@H](CO)CC=O
LUMO, eV: -3.29
ΔE to the lowest compared entry with this formula, charge and spin, kcal per mole: 27.3

Entry 6:
# C3H4ClF

A 2-piece molecular cluster, C3H4ClF overall at a distorted geometry (ωB97M-V/def2-TZVPD, the Open Molecules 2025 dataset).

```
! RIJCOSX wB97M-V def2-TZVPD def2/J DEFGRID3
* xyz 0 1
C -1.161 0.793 0.027
C -0.240 -0.092 -0.110
C 1.259 -0.217 -0.091
F -0.905 -2.117 -0.015
Cl -2.900 0.697 -0.048
H -0.805 1.736 0.528
H 1.604 -0.686 0.895
H 1.535 -0.866 -0.951
H 1.612 0.751 -0.237
*
```

HOMO (spin up / spin down), eV: -10.587 / -10.587
Energy, a.u.: -676.61464
LUMO (spin up / spin down), eV: -1.38 / -1.38
ΔE to the lowest compared entry with this formula, charge and spin, kcal per mole: 79.6

Entry 7:
# C10H22Cl6F18HfO2P3

C10H22Cl6F18HfO2P3 as an isolated structure at a distorted geometry (ωB97M-V/def2-TZVPD, the Open Molecules 2025 dataset).

```
! RIJCOSX wB97M-V def2-TZVPD def2/J DEFGRID3
* xyz 0 2
Hf -2.957 -1.046 -0.454
P -3.075 0.437 -3.214
F -1.919 1.150 -4.122
F -3.660 -0.249 -4.535
F -2.207 -0.871 -2.706
F -4.251 -0.159 -2.245
F -2.418 1.046 -1.777
F -4.047 1.690 -3.463
P -3.922 2.019 0.797
F -3.737 2.888 -0.667
F -2.547 1.190 0.585
F -3.177 3.257 1.657
F -4.121 1.137 2.104
F -5.437 2.636 0.923
F -4.543 0.675 -0.019
P 0.838 0.067 -0.756
F 2.173 0.932 -0.895
F 1.135 -0.836 -2.075
F 1.475 -1.097 0.173
F -0.706 -0.604 -0.680
F 0.542 0.895 0.610
F 0.133 1.179 -1.764
Cl 2.164 -5.011 1.715
C 3.184 -3.577 1.934
C 3.302 -3.263 3.399
Cl 1.634 -2.887 3.938
H 2.708 -2.757 1.397
H 4.121 -3.672 1.386
H 3.909 -2.366 3.526
H 3.678 -4.120 3.958
Cl -0.847 4.697 -3.441
C 0.572 4.308 -2.570
C 1.630 5.364 -2.763
Cl 2.243 5.139 -4.416
H 0.969 3.338 -2.872
H 0.218 4.154 -1.551
H 2.488 5.175 -2.117
H 1.354 6.404 -2.590
Cl 5.070 1.687 -0.354
C 4.030 2.422 0.931
C 3.419 1.290 1.882
Cl 4.833 0.536 2.643
H 3.199 2.821 0.349
H 4.508 3.129 1.609
H 2.831 0.530 1.369
H 2.960 1.746 2.759
C -0.693 -3.312 -1.697
O -1.623 -2.959 -0.664
C -1.413 -3.777 0.468
C -1.048 -2.730 1.624
O -1.780 -1.523 1.604
C -1.524 -0.682 2.777
H -0.585 -2.614 -2.528
H -0.956 -4.296 -2.084
H 0.318 -3.364 -1.291
H -0.551 -4.438 0.377
H -2.234 -4.454 0.704
H 0.031 -2.586 1.571
H -1.319 -3.240 2.549
H -0.437 -0.640 2.850
H -2.067 -1.131 3.609
H -1.868 0.322 2.532
*
```

HOMO (spin up / spin down), eV: -9.552 / -9.767
Energy, a.u.: -6176.08034
LUMO (spin up / spin down), eV: -2.40 / -2.32

Entry 8:
# C4H8O2

A 2-piece molecular cluster, C4H8O2 overall (ωB97M-V/def2-TZVPD, the Open Molecules 2025 dataset).

```
! RIJCOSX wB97M-V def2-TZVPD def2/J DEFGRID3
* xyz 0 1
C 1.605 -1.157 0.767
C 0.593 1.044 0.354
O 0.046 2.083 -0.312
C 0.769 -0.216 -0.052
C -2.401 -0.039 -0.702
O -1.958 0.630 -1.606
H 2.399 -1.584 0.145
H 2.092 -0.600 1.574
H 1.055 -1.993 1.219
H 0.913 1.350 1.348
H -0.303 1.766 -1.159
H 0.418 -0.543 -1.031
H -2.226 0.200 0.363
H -3.004 -0.941 -0.908
*
```

HOMO, eV: -8.522
Energy, a.u.: -307.63092
SMILES string: C/C=C/O.C=O
LUMO, eV: 0.54
ΔE to the lowest compared entry with this formula, charge and spin, kcal per mole: 51.1

Entry 9:
# C3H8O

A 2-piece molecular cluster, C3H8O overall at a distorted geometry (ωB97M-V/def2-TZVPD, the Open Molecules 2025 dataset).

```
! RIJCOSX wB97M-V def2-TZVPD def2/J DEFGRID3
* xyz 0 1
C 1.025 1.973 -1.069
C -0.018 2.102 -0.310
H 0.624 1.967 -2.123
H 1.971 2.582 -0.860
H -1.107 1.701 -0.497
H 0.060 2.837 0.520
C -0.488 -2.034 0.332
O -0.686 -2.140 1.773
H 0.618 -2.218 0.180
H -0.542 -0.981 0.272
H -1.149 -2.803 -0.225
H -0.307 -2.988 2.006
*
```

HOMO, eV: -9.987
Energy, a.u.: -194.22813
SMILES string: C=C.CO
LUMO, eV: 1.07
ΔE to the lowest compared entry with this formula, charge and spin, kcal per mole: 67.7

Entry 10:
# C39H36BCl3FN5O6PTl

C39H36BCl3FN5O6PTl as an isolated structure (ωB97M-V/def2-TZVPD, the Open Molecules 2025 dataset).

```
! RIJCOSX wB97M-V def2-TZVPD def2/J DEFGRID3
* xyz -2 1
Tl 0.739 0.278 0.993
O -2.944 -0.624 3.811
C -2.354 -0.464 2.738
O -1.270 0.170 2.545
C -2.995 -1.096 1.478
P -1.644 -1.689 0.407
C -1.169 -3.270 1.230
C -0.265 -4.116 0.583
C 0.183 -5.278 1.192
C -0.246 -5.609 2.473
C -1.127 -4.766 3.133
C -1.589 -3.605 2.518
C -2.445 -2.348 -1.107
C -1.643 -2.412 -2.250
C -2.160 -2.886 -3.450
C -3.491 -3.279 -3.529
C -4.299 -3.201 -2.401
C -3.778 -2.740 -1.198
H -3.494 -0.290 0.933
H -3.735 -1.839 1.774
H 0.119 -3.837 -0.393
H 0.888 -5.917 0.673
H 0.120 -6.506 2.958
H -1.455 -5.000 4.139
H -2.263 -2.957 3.067
H -0.612 -2.074 -2.183
H -1.526 -2.931 -4.327
H -3.898 -3.639 -4.466
H -5.340 -3.501 -2.458
H -4.416 -2.688 -0.324
Cl 1.610 5.358 7.018
C 1.724 4.114 5.779
C 0.918 4.180 4.658
C 1.008 3.199 3.688
Cl 0.003 3.351 2.274
C 1.888 2.091 3.765
O 1.971 1.172 2.892
C 2.694 2.105 4.944
Cl 3.840 0.803 5.159
C 2.624 3.074 5.925
H 0.218 4.994 4.529
H 3.267 3.012 6.792
N 4.446 0.214 1.680
C 4.161 0.610 0.401
O 2.996 0.915 0.103
C 5.238 0.656 -0.554
C 4.995 1.097 -1.881
N 4.819 1.467 -2.962
C 6.551 0.282 -0.179
N 7.623 -0.038 0.129
H 3.741 0.468 2.364
H 5.406 0.232 1.977
C 4.031 -3.954 1.747
C 3.009 -3.030 2.314
C 2.630 -2.755 3.619
C 1.639 -1.764 3.531
N 1.436 -1.480 2.247
N 2.272 -2.249 1.530
C 0.860 -1.109 4.619
H 4.315 -4.702 2.486
H 4.924 -3.400 1.450
H 3.647 -4.469 0.865
H 3.016 -3.207 4.519
H 2.153 -2.137 0.495
H 1.537 -0.681 5.361
H 0.223 -1.846 5.116
H 0.213 -0.327 4.222
F 1.288 -1.422 -0.554
C -2.354 4.471 -6.562
C -2.887 3.609 -5.417
C -3.365 2.276 -6.010
C -4.085 4.332 -4.785
C -1.828 3.357 -4.340
C -0.592 4.004 -4.339
C 0.371 3.791 -3.344
C 0.042 2.915 -2.344
O 0.787 2.511 -1.266
B 0.000 1.570 -0.618
O -1.235 1.425 -1.249
C -1.177 2.264 -2.334
C -2.126 2.458 -3.303
H -3.128 4.575 -7.327
H -1.474 4.021 -7.027
H -2.085 5.474 -6.224
H -4.065 2.459 -6.830
H -3.875 1.659 -5.269
H -2.521 1.700 -6.398
H -4.868 4.505 -5.531
H -3.779 5.297 -4.375
H -4.513 3.743 -3.971
H -0.343 4.686 -5.140
H 1.341 4.268 -3.369
H -3.066 1.922 -3.255
*
```

HOMO, eV: -2.592
Energy, a.u.: -4252.38901
LUMO, eV: 3.55
ΔE to the lowest compared entry with this formula, charge and spin, kcal per mole: 39.5